A cluster of 2 separate species, C3H6O2S in total at a distorted geometry, computed with ωB97M-V with the def2-TZVPD basis set.

- HOMO-LUMO gap (spin up / spin down): 6.45 / 4.52 eV
- Relative energy (zero: lowest compared OMol25 entry of this formula, charge and spin): 0.628 eV
- Total energy: -18137.2436 eV
- Lowest unoccupied orbital energy (spin up / spin down): 0.1432 / 0.0736 hartree
- Expectation value of S²: 0.753

Geometry as ORCA input:
```
! wB97M-V def2-TZVPD RIJCOSX def2/J DEFGRID3
* xyz -1 2
O 2.8487 0.7862 0.8281
C 1.9185 0.1825 0.2693
O 1.9776 0.1821 -1.1661
C 0.8485 -0.5098 0.7834
C -0.2726 -1.0435 -0.0348
S -1.8146 -0.0568 -0.1499
H 2.7190 0.7615 -1.3024
H 0.6923 -0.5019 1.8542
H -4.4226 1.8881 0.0570
H -0.5976 -2.0196 0.3213
H 0.0511 -1.1574 -1.0785
H -3.9482 1.4885 -0.3818
*
```

Okay, here come the Mulliken numbers, in e, for every atom: number 1, O, carries -0.778; number 2, C, carries 0.522; number 3, O, carries -0.521; number 4, C, carries -0.460; number 5, C, carries -0.609; number 6, S, carries -0.223; number 7, H, carries 0.253; number 8, H, carries 0.285; number 9, H, carries 0.116; number 10, H, carries 0.300; number 11, H, carries 0.269; number 12, H, carries -0.154